{
  "formula": "C19H17N6NaO2",
  "method": "ωB97M-V/def2-TZVPD",
  "species": ["Na", "C", "O", "C", "C", "C", "C", "C", "C", "N", "N", "C", "C", "O", "C", "C", "C", "C", "C", "C", "C", "C", "H", "H", "H", "H", "H", "H", "H", "H", "H", "H", "H", "H", "H", "N", "C", "N", "N", "C", "N", "H", "H", "H", "H"],
  "positions_angstrom": [[1.520, -0.738, -2.261], [4.529, 0.618, -1.283], [3.137, 0.539, -1.018], [2.641, 1.333, -0.013], [3.457, 2.017, 0.877], [2.892, 2.756, 1.910], [1.516, 2.812, 2.051], [0.700, 2.141, 1.154], [1.240, 1.394, 0.105], [0.479, 0.683, -0.849], [-0.782, 0.759, -0.625], [-1.683, 0.143, -1.406], [-1.416, -0.588, -2.633], [-0.339, -0.587, -3.267], [-2.525, -1.376, -3.156], [-3.760, -1.337, -2.629], [-4.081, -0.503, -1.505], [-5.397, -0.426, -1.023], [-5.711, 0.382, 0.042], [-4.694, 1.132, 0.642], [-3.398, 1.063, 0.187], [-3.050, 0.240, -0.902], [5.113, 0.272, -0.428], [4.815, 1.640, -1.542], [4.715, -0.043, -2.125], [4.531, 1.982, 0.776], [3.538, 3.290, 2.594], [1.072, 3.389, 2.853], [-0.375, 2.183, 1.242], [-2.294, -1.988, -4.018], [-4.553, -1.939, -3.059], [-6.164, -1.017, -1.511], [-6.727, 0.444, 0.409], [-4.927, 1.782, 1.476], [-2.632, 1.654, 0.665], [1.365, -1.398, 1.798], [1.945, -2.568, 2.082], [2.183, -2.868, 3.376], [2.307, -3.477, 1.190], [2.154, -3.093, -0.063], [2.006, -2.732, -1.154], [1.162, -0.707, 2.499], [1.169, -1.144, 0.841], [1.790, -2.330, 4.125], [2.535, -3.788, 3.571]],
  "largest_force_ha_per_bohr": 0.00930,
  "e_lumo_ev": -0.057
}

=====

{
  "formula": "C41H81F15O31S7",
  "method": "ωB97M-V/def2-TZVPD",
  "species": ["O", "S", "O", "O", "C", "C", "C", "H", "H", "H", "H", "H", "H", "H", "H", "O", "S", "O", "O", "C", "C", "C", "H", "H", "H", "H", "H", "H", "H", "H", "O", "S", "O", "O", "C", "C", "C", "H", "H", "H", "H", "H", "H", "H", "H", "O", "S", "O", "O", "C", "C", "C", "H", "H", "H", "H", "H", "H", "H", "H", "O", "S", "O", "O", "C", "C", "C", "H", "H", "H", "H", "H", "H", "H", "H", "O", "S", "O", "O", "C", "C", "C", "H", "H", "H", "H", "H", "H", "H", "H", "O", "S", "O", "O", "C", "C", "C", "H", "H", "H", "H", "H", "H", "H", "H", "C", "C", "O", "C", "O", "C", "F", "F", "F", "H", "H", "H", "H", "H", "C", "C", "O", "C", "O", "C", "F", "F", "F", "H", "H", "H", "H", "H", "C", "C", "O", "C", "O", "C", "F", "F", "F", "H", "H", "H", "H", "H", "C", "C", "O", "C", "O", "C", "F", "F", "F", "H", "H", "H", "H", "H", "C", "C", "O", "C", "O", "C", "F", "F", "F", "H", "H", "H", "H", "H"],
  "positions_angstrom": [[-2.701, 5.552, 1.576], [-1.884, 5.350, 2.745], [-2.562, 4.883, 3.940], [-0.766, 4.406, 2.355], [-0.280, 3.292, 3.097], [0.643, 3.774, 4.184], [-1.052, 6.806, 3.259], [0.136, 2.560, 2.434], [-1.084, 2.705, 3.526], [1.420, 4.388, 3.762], [1.027, 2.896, 4.727], [0.025, 4.303, 4.909], [-0.596, 7.283, 2.417], [-0.266, 6.522, 3.972], [-1.861, 7.421, 3.710], [0.008, 0.198, 3.991], [-0.417, -0.816, 3.053], [0.475, -1.159, 1.990], [-0.870, -2.058, 3.928], [0.134, -2.576, 4.921], [1.319, -3.130, 4.261], [-1.933, -0.251, 2.430], [-0.416, -3.481, 5.349], [0.198, -1.770, 5.612], [0.974, -3.937, 3.598], [1.974, -3.632, 5.026], [1.906, -2.341, 3.810], [-1.660, 0.691, 1.923], [-2.687, -0.094, 3.215], [-2.371, -0.975, 1.741], [0.469, -7.026, -3.039], [-0.447, -6.047, -2.589], [0.021, -4.859, -1.948], [-1.412, -5.699, -3.736], [-0.879, -4.772, -4.816], [-2.053, -3.833, -5.194], [-1.522, -6.880, -1.420], [-0.470, -5.391, -5.602], [-0.094, -4.114, -4.372], [-2.647, -3.425, -4.318], [-2.747, -4.246, -5.969], [-1.619, -2.895, -5.557], [-1.838, -7.876, -1.830], [-2.427, -6.302, -1.206], [-0.920, -7.073, -0.505], [-6.640, 2.218, 1.428], [-5.447, 2.073, 2.166], [-5.266, 0.903, 2.968], [-4.143, 2.037, 1.173], [-4.158, 2.900, -0.004], [-2.899, 2.558, -0.767], [-5.127, 3.312, 3.261], [-4.244, 3.965, 0.245], [-5.035, 2.541, -0.570], [-2.001, 2.823, -0.134], [-2.844, 3.074, -1.733], [-2.763, 1.469, -0.926], [-5.064, 4.294, 2.860], [-4.235, 2.975, 3.830], [-5.929, 3.125, 3.937], [-0.196, 2.554, -3.072], [0.269, 3.133, -4.268], [-0.450, 2.914, -5.478], [0.357, 4.669, -3.978], [-0.184, 5.685, -4.827], [1.113, 6.407, -5.377], [1.913, 2.812, -4.542], [-0.750, 6.371, -4.216], [-0.762, 5.260, -5.663], [1.854, 6.621, -4.597], [0.784, 7.356, -5.871], [1.531, 5.838, -6.227], [2.296, 3.406, -5.373], [2.061, 1.764, -4.650], [2.412, 3.089, -3.585], [3.644, -2.798, 1.396], [3.482, -3.617, 0.190], [4.554, -3.698, -0.752], [3.058, -5.016, 0.641], [3.026, -6.141, -0.298], [2.031, -7.152, 0.181], [2.154, -2.972, -0.730], [4.056, -6.399, -0.423], [2.718, -5.791, -1.310], [1.852, -7.864, -0.638], [1.121, -6.559, 0.332], [2.284, -7.653, 1.120], [2.164, -3.363, -1.708], [2.426, -1.913, -0.678], [1.143, -3.035, -0.261], [-6.965, -1.059, -2.932], [-5.677, -1.094, -2.361], [-4.888, -2.299, -2.291], [-4.768, -0.016, -3.106], [-5.278, 1.095, -3.908], [-5.147, 0.752, -5.394], [-5.905, -0.451, -0.717], [-4.677, 1.974, -3.676], [-6.289, 1.251, -3.572], [-4.222, 1.171, -5.717], [-5.866, 1.295, -5.967], [-5.268, -0.304, -5.670], [-6.674, -1.057, -0.090], [-6.339, 0.563, -0.813], [-4.957, -0.652, -0.202], [0.142, 5.995, -0.394], [1.592, 5.723, -0.708], [2.513, 6.355, 0.171], [2.612, 5.750, 1.345], [2.043, 4.746, 1.651], [3.587, 6.379, 2.321], [3.910, 7.650, 1.955], [3.118, 6.369, 3.548], [4.783, 5.714, 2.258], [-0.535, 5.615, -1.182], [-0.065, 7.037, -0.225], [-0.153, 5.525, 0.585], [1.933, 6.145, -1.697], [1.691, 4.648, -0.667], [4.713, 0.545, -1.633], [5.268, -0.593, -2.422], [4.228, -1.265, -3.250], [3.678, -0.624, -4.239], [4.058, 0.401, -4.782], [2.438, -1.304, -4.880], [1.854, -2.305, -4.230], [1.507, -0.356, -5.094], [2.862, -1.919, -6.024], [4.756, 1.531, -2.108], [5.278, 0.630, -0.692], [3.689, 0.505, -1.245], [5.594, -1.409, -1.842], [6.114, -0.250, -2.969], [3.733, 1.468, 3.443], [3.887, 1.364, 4.878], [4.980, 0.495, 5.200], [4.733, -0.797, 5.381], [3.664, -1.352, 5.382], [5.983, -1.519, 5.781], [5.892, -2.875, 5.442], [6.994, -0.914, 5.133], [6.147, -1.552, 7.093], [4.643, 1.902, 2.934], [2.930, 2.134, 3.212], [3.470, 0.442, 3.038], [3.010, 1.015, 5.364], [4.030, 2.362, 5.262], [-1.882, -4.003, 1.231], [-2.162, -4.789, 2.518], [-1.177, -5.797, 2.720], [-1.007, -6.189, 3.983], [-1.616, -5.775, 4.938], [0.157, -7.176, 3.967], [1.293, -6.549, 3.547], [0.424, -7.425, 5.259], [-0.074, -8.328, 3.345], [-1.182, -3.222, 1.399], [-2.849, -3.525, 0.861], [-1.512, -4.633, 0.402], [-3.156, -5.295, 2.399], [-2.193, -4.143, 3.425], [-1.899, -1.931, -1.824], [-0.568, -1.153, -2.342], [-0.311, -0.090, -1.367], [0.894, 0.477, -1.536], [1.791, 0.197, -2.312], [1.221, 1.531, -0.456], [0.107, 2.133, 0.033], [1.884, 0.961, 0.602], [2.010, 2.448, -0.969], [-2.068, -2.716, -2.579], [-2.791, -1.214, -1.782], [-1.750, -2.415, -0.813], [-0.713, -0.730, -3.372], [0.331, -1.780, -2.396]],
  "largest_force_ha_per_bohr": 0.06752,
  "e_lumo_ev": 0.192,
  "smiles": "CCOC(=O)C(F)(F)F.CCOC(=O)C(F)(F)F.CCOC(=O)C(F)(F)F.CCOC(=O)C(F)(F)F.CCOC(=O)C(F)(F)F.CCOS(C)(=O)=O.CCOS(C)(=O)=O.CCOS(C)(=O)=O.CCOS(C)(=O)=O.CCOS(C)(=O)=O.CCOS(C)(=O)=O.CCOS(C)(=O)=O"
}

=====

{
  "formula": "FH2OP",
  "method": "ωB97M-V/def2-TZVPD",
  "species": ["O", "F", "P", "H", "H"],
  "positions_angstrom": [[1.856, 0.058, -0.583], [2.756, -0.078, 0.431], [-0.010, -0.975, 0.002], [-0.285, -0.790, -1.353], [-0.388, 0.340, 0.186]],
  "largest_force_ha_per_bohr": 0.07916,
  "e_lumo_ev": -1.296
}

=====

{
  "formula": "C3H11NSi",
  "method": "ωB97M-V/def2-TZVPD",
  "species": ["C", "C", "C", "N", "Si", "H", "H", "H", "H", "H", "H", "H", "H", "H", "H", "H"],
  "positions_angstrom": [[-0.283, -1.647, 1.421], [1.043, 0.879, -2.123], [0.277, -0.316, 1.942], [-0.474, 0.854, 1.641], [-0.698, 1.125, -1.433], [-1.318, -1.766, 1.744], [-0.260, -1.665, 0.333], [0.299, -2.484, 1.806], [1.341, 1.720, -2.746], [1.774, 0.788, -1.324], [1.104, -0.022, -2.731], [0.351, -0.398, 3.044], [1.298, -0.168, 1.568], [-1.468, 0.659, 1.756], [-1.261, 2.462, -1.500], [-1.632, 0.040, -1.705]],
  "largest_force_ha_per_bohr": 0.03726,
  "e_lumo_ev": [-0.088, -0.044]
}

=====

{
  "formula": "C3H7N5",
  "method": "ωB97M-V/def2-TZVPD",
  "species": ["C", "C", "C", "H", "H", "H", "H", "H", "H", "H", "N", "N", "N", "N", "N"],
  "positions_angstrom": [[1.730, -0.552, 0.342], [0.269, -0.319, 0.505], [-2.191, 0.000, -0.392], [1.041, 1.083, -0.746], [2.086, -0.415, -1.561], [2.168, -0.521, 1.464], [1.940, -1.507, 0.013], [-3.172, 0.097, -0.585], [-1.012, 1.448, -1.195], [-1.066, 0.545, 2.161], [2.169, 0.439, -0.696], [-0.430, -1.303, -0.011], [-1.888, -1.221, -0.065], [-1.340, 1.229, -0.197], [-0.305, 0.996, 0.962]],
  "largest_force_ha_per_bohr": 0.10628,
  "e_lumo_ev": -0.407
}

=====

{
  "formula": "C4H8O3PS2",
  "method": "ωB97M-V/def2-TZVPD",
  "species": ["C", "C", "C", "C", "O", "O", "O", "P", "S", "S", "H", "H", "H", "H", "H", "H", "H", "H"],
  "positions_angstrom": [[-2.640, -0.884, -0.468], [1.861, -0.888, -1.007], [-2.626, -0.177, 0.886], [2.491, 0.427, -0.539], [-1.963, -0.353, -1.455], [-3.282, -1.878, -0.652], [0.580, 2.580, 2.653], [0.976, 1.311, 1.978], [-0.891, -0.167, 1.707], [1.349, 1.788, -0.103], [2.692, -1.583, -1.040], [1.293, -1.169, -0.201], [1.250, -0.995, -2.011], [-2.610, 0.943, 0.705], [-3.254, -0.683, 1.523], [3.200, 0.812, -1.257], [3.074, 0.421, 0.451], [-1.499, 0.496, -1.169]],
  "multiplicity": 3,
  "largest_force_ha_per_bohr": 0.08906,
  "e_lumo_ev": [3.265, 1.320],
  "charge": -1
}